Here is 2 unconnected molecules or ions with the total composition C9H22NSi at a distorted geometry from OMol25. Energies are from ωB97M-V/def2-TZVPD.

Geometry as XYZ:
```
33
Properties=species:S:1:pos:R:3:forces:R:3
C 3.975722 -1.207506 0.081274 1.975 0.314 3.347
C 0.499404 -0.004784 1.739197 2.388 0.102 3.041
C 2.807780 -1.591094 0.447855 -1.740 -2.043 -0.395
C -0.011936 0.153261 0.566847 -2.417 0.306 -2.371
C 0.048354 2.527798 0.252355 -2.510 4.138 0.367
C 1.837200 1.203616 -0.761515 1.600 0.313 -1.488
C -1.944471 0.237240 -1.656712 1.604 -1.023 0.242
C -3.018304 0.189401 1.137451 0.400 -0.418 -0.663
C -1.675652 -2.567736 -0.482456 -0.957 2.355 -1.438
N 0.477447 1.314706 -0.345762 -0.544 -2.364 0.650
Si -1.779851 -0.633819 -0.012770 1.331 -0.012 0.092
H 4.784300 -1.149465 0.839684 -0.382 0.045 -0.941
H 4.058374 -0.828713 -0.843109 1.118 1.167 -3.323
H -0.004193 -0.594420 2.499186 -0.193 -0.509 -0.466
H 1.458908 0.363426 2.225115 -1.175 0.188 -1.188
H 2.031210 -1.843049 -0.244947 -0.515 0.563 -0.631
H 2.617000 -2.064461 1.351442 -0.168 -0.431 1.977
H 0.321124 3.386535 -0.435446 -0.187 -0.902 0.755
H -1.098557 2.494597 0.240455 1.584 0.113 0.196
H 0.328430 2.849366 1.307113 0.238 -1.286 -1.409
H 2.520553 1.121280 0.029390 0.694 0.139 1.396
H 1.900743 0.216254 -1.254302 0.240 0.905 -0.448
H 2.095014 2.132097 -1.344647 -0.144 -1.286 0.106
H -0.951356 0.191136 -2.156934 -0.825 -0.980 -0.585
H -2.761219 -0.204465 -2.189889 -0.164 -0.055 -0.860
H -2.039501 1.277447 -1.593297 -0.941 1.699 0.395
H -3.827866 -0.458095 1.250165 -1.538 -1.518 0.239
H -2.746235 0.397150 2.154805 0.505 0.480 0.285
H -3.512156 1.004456 0.617335 0.455 0.595 0.095
H -2.318563 -2.572780 -1.470873 0.931 -0.498 2.164
H -0.663000 -2.739354 -0.818865 0.428 0.034 -0.118
H -1.889910 -3.322793 0.259125 -0.541 -0.031 0.013
H 0.022643 1.253605 -1.271112 -0.551 -0.103 0.963
```
Positions in Å, forces in eV/Å.

For the LUMO energy, the calculation gives -2.74 eV. Its net charge is +1. The value obtained for the energy above the lowest of the compared OMol25 structures with the same formula, charge and spin is 69.7 kcal/mol. As for the max |F|: 0.094 Eh/bohr. As for the HOMO-LUMO gap: 10.65 eV.